C18H54O9 | the ωB97M-V functional and the def2-TZVPD basis

The frontier orbital gap is 10.28 eV. Its strongest force on any atom is 1.491 eV Å⁻¹. For the HOMO energy, the calculation gives -9.81 eV. The energy relative to the best compared isomer or geometry (same formula, charge and spin) comes out at 350.9 kJ/mol. As for the SMILES: CCO.CCO.CCO.CCO.CCO.CCO.CCO.CCO.CCO.

Cartesian coordinates (Å):
C  2.55169  -4.50011  -0.24996
C  3.27504  -3.30627  0.38297
O  2.50389  -2.11377  0.36658
H  3.25729  -5.32967  -0.33378
H  2.24505  -4.33523  -1.28407
H  1.70082  -4.72926  0.39028
H  4.21466  -3.17647  -0.17126
H  3.56642  -3.47722  1.41695
H  2.31271  -1.90325  -0.55470
C  -5.53936  -0.07705  -1.27802
C  -5.06293  0.83940  -0.17737
O  -4.16097  1.83592  -0.61186
H  -6.28402  0.42676  -1.89621
H  -5.97019  -0.95798  -0.78597
H  -4.81361  -0.50062  -1.97658
H  -4.63711  0.24390  0.63910
H  -5.92239  1.34762  0.25859
H  -3.44328  1.44797  -1.12890
C  3.18233  3.37197  -0.67316
C  3.83298  4.65234  -1.20317
O  2.95776  5.40353  -2.01043
H  3.92287  2.72519  -0.19191
H  2.74150  2.79579  -1.48899
H  2.44313  3.57640  0.10267
H  4.70995  4.35508  -1.78604
H  4.13313  5.23716  -0.33711
H  2.79954  4.97025  -2.85078
C  2.88976  -1.03206  -2.91247
C  3.92580  -0.30628  -3.71779
O  3.42030  0.96814  -4.09817
H  2.61433  -0.44864  -2.03050
H  3.27191  -2.02003  -2.63922
H  1.94603  -1.24242  -3.42491
H  4.23703  -0.90409  -4.57935
H  4.77685  -0.12063  -3.04860
H  4.02318  1.40754  -4.70143
C  -0.04549  1.55843  1.03825
C  0.15989  0.54057  -0.05512
O  -1.06219  0.43323  -0.81189
H  -0.34238  2.52624  0.62432
H  0.84387  1.80316  1.62934
H  -0.79240  1.29964  1.79167
H  0.42292  -0.40848  0.41892
H  0.90473  0.82434  -0.79367
H  -1.74041  0.07231  -0.23037
C  1.58632  -3.69564  4.84602
C  0.94016  -3.38576  3.49540
O  1.38795  -2.13957  2.98147
H  1.15233  -3.04989  5.61552
H  2.64303  -3.41478  4.86833
H  1.48562  -4.73348  5.15361
H  -0.14183  -3.30998  3.64679
H  1.17956  -4.22074  2.82879
H  1.40821  -2.22896  2.01634
C  -4.09535  -3.72864  0.89033
C  -3.58363  -2.33530  1.24266
O  -2.51551  -2.48664  2.18508
H  -4.70877  -4.17087  1.67532
H  -3.29551  -4.41058  0.60635
H  -4.76378  -3.73884  0.01702
H  -4.40654  -1.73993  1.64520
H  -3.18771  -1.77708  0.39171
H  -2.82715  -2.23881  3.05920
C  0.64913  4.15469  4.09833
C  -0.16422  5.42059  4.03091
O  -0.49978  5.80631  5.38566
H  1.70235  4.30447  4.33016
H  0.64199  3.70264  3.09600
H  0.24785  3.37308  4.74284
H  -1.09843  5.28310  3.48505
H  0.48227  6.20033  3.62031
H  -0.61106  6.76043  5.41964
C  -2.01103  -0.50734  -5.40239
C  -2.58508  -0.18363  -4.02212
O  -1.93652  0.92158  -3.44317
H  -1.12486  -1.13230  -5.28872
H  -1.79299  0.42560  -5.91854
H  -2.70703  -1.05778  -6.03962
H  -2.52004  -1.03883  -3.33743
H  -3.66553  -0.03323  -4.10183
H  -1.23502  0.63242  -2.84611

Atom-resolved charges from Mulliken, all expressed in e:
1. C -0.985
2. C -0.455
3. O -0.415
4. H 0.406
5. H 0.281
6. H 0.219
7. H 0.372
8. H 0.401
9. H 0.177
10. C -0.769
11. C -0.055
12. O -0.524
13. H 0.322
14. H 0.278
15. H 0.105
16. H 0.049
17. H 0.304
18. H 0.306
19. C -0.589
20. C -0.416
21. O -0.517
22. H 0.345
23. H 0.160
24. H 0.136
25. H 0.263
26. H 0.305
27. H 0.305
28. C -0.506
29. C -0.479
30. O -0.516
31. H -0.102
32. H 0.331
33. H 0.348
34. H 0.351
35. H 0.276
36. H 0.289
37. C -1.377
38. C 0.573
39. O -0.263
40. H 0.376
41. H 0.398
42. H 0.438
43. H -0.074
44. H -0.125
45. H 0.035
46. C -1.276
47. C 0.328
48. O -0.512
49. H 0.292
50. H 0.328
51. H 0.368
52. H 0.133
53. H 0.107
54. H 0.246
55. C -1.190
56. C 0.330
57. O -0.411
58. H 0.310
59. H 0.323
60. H 0.356
61. H 0.285
62. H -0.249
63. H 0.256
64. C -0.748
65. C -0.203
66. O -0.525
67. H 0.313
68. H 0.030
69. H 0.338
70. H 0.264
71. H 0.259
72. H 0.289
73. C -1.141
74. C -0.096
75. O -0.490
76. H 0.235
77. H 0.287
78. H 0.372
79. H 0.230
80. H 0.324
81. H 0.251

---

C18H54O9S9 | the ωB97M-V functional and the def2-TZVPD basis

The frontier orbital gap is 8.43 eV. Its strongest force on any atom is 17.110 eV Å⁻¹. For the HOMO energy, the calculation gives -8.52 eV. The energy relative to the best compared isomer or geometry (same formula, charge and spin) comes out at 1010.1 kJ/mol.

Cartesian coordinates (Å):
C  32.36479  -20.78521  -16.55590
S  33.73119  -21.01804  -15.41758
O  34.51921  -19.74392  -15.49756
C  32.76296  -21.02811  -13.83845
H  32.97269  -20.43594  -17.35787
H  31.65604  -20.15622  -16.19780
H  31.96521  -21.72990  -16.88626
H  32.42507  -22.11713  -13.72262
H  31.86162  -20.51181  -14.00785
H  33.41189  -20.61276  -13.01450
C  35.38261  -14.82329  -18.20503
S  34.82740  -15.95607  -16.84856
O  33.32316  -15.54285  -16.71713
C  34.83144  -17.48524  -17.60436
H  36.38017  -15.34620  -18.59611
H  35.81627  -14.03660  -17.72626
H  34.64978  -14.57789  -18.90717
H  34.32849  -17.41845  -18.52115
H  34.31208  -18.00369  -16.79737
H  35.98937  -17.85878  -17.64348
C  36.73618  -10.84308  -14.78371
S  37.86162  -12.25663  -14.81982
O  38.55475  -12.29230  -13.47737
C  36.70450  -13.58078  -14.80505
H  37.24611  -9.87778  -14.99768
H  36.25122  -10.58729  -13.80331
H  36.05867  -11.18243  -15.48765
H  36.14435  -13.37747  -15.79187
H  36.07555  -13.81091  -13.91894
H  37.17126  -14.64849  -15.09883
C  32.37399  -16.76146  -13.71931
S  34.02425  -17.30412  -13.53955
O  35.01388  -16.16711  -13.49246
C  33.97236  -17.95104  -11.91941
H  31.99605  -16.35545  -12.91136
H  31.88988  -17.57885  -14.16480
H  32.26834  -15.96110  -14.46462
H  33.59915  -17.27766  -11.33493
H  34.88418  -18.11066  -11.52567
H  33.42067  -18.87612  -11.71680
C  34.52833  -13.15361  -8.83619
S  33.29160  -12.61968  -10.01261
O  33.57038  -11.11916  -10.04289
C  33.96974  -13.19902  -11.61744
H  34.57022  -14.36345  -9.12780
H  34.23951  -12.85752  -7.76296
H  35.68560  -12.77133  -8.96077
H  35.07307  -13.02295  -11.67596
H  33.38529  -12.86717  -12.60173
H  33.95785  -14.27422  -11.60167
C  38.20888  -18.30031  -13.77666
S  38.16158  -19.55195  -12.54462
O  37.65830  -18.97164  -11.32320
C  36.86944  -20.63482  -13.29865
H  37.57803  -17.39992  -13.82778
H  38.22281  -18.77437  -14.80400
H  39.08356  -17.77908  -13.87802
H  36.32020  -21.39573  -12.53843
H  37.09204  -20.98922  -14.42601
H  35.99170  -19.90807  -13.42801
C  28.52732  -17.99099  -9.46082
S  29.83980  -18.80554  -10.45489
O  30.06990  -17.90616  -11.74081
C  31.32974  -18.66090  -9.58205
H  27.82130  -17.81353  -9.91563
H  28.97742  -17.06796  -9.09979
H  28.24150  -18.54323  -8.53607
H  31.12776  -19.01634  -8.55790
H  31.72512  -17.70873  -9.63082
H  32.12674  -19.38141  -10.01006
C  30.00571  -16.33153  -19.27532
S  30.11372  -15.92052  -17.51493
O  28.62418  -15.77208  -17.11966
C  30.49388  -17.55572  -16.84382
H  30.83078  -16.89490  -19.50174
H  29.67472  -15.42538  -19.88590
H  29.20104  -16.80199  -19.57164
H  29.87251  -18.30496  -17.10087
H  30.66765  -17.25752  -15.75648
H  31.66116  -17.72347  -17.15151
C  30.46431  -14.05844  -12.76490
S  29.69915  -12.61110  -12.02485
O  29.56384  -11.66558  -13.12870
C  28.11510  -13.50337  -11.87965
H  29.88941  -14.21683  -13.62232
H  30.56977  -14.71015  -11.90035
H  31.47551  -13.55967  -13.06470
H  28.19997  -14.27373  -10.95744
H  27.88888  -13.72819  -12.98521
H  27.35879  -12.75046  -11.73077

Atom-resolved charges from Mulliken, all expressed in e:
1. C -0.824
2. S 0.346
3. O -0.398
4. C -0.562
5. H 0.332
6. H 0.095
7. H 0.462
8. H 0.462
9. H 0.286
10. H -0.082
11. C -1.013
12. S 0.760
13. O -0.673
14. C -0.525
15. H 0.277
16. H 0.366
17. H 0.324
18. H 0.417
19. H -0.238
20. H 0.359
21. C -0.823
22. S 0.514
23. O -0.654
24. C -0.038
25. H 0.329
26. H 0.264
27. H 0.289
28. H -0.180
29. H 0.087
30. H 0.170
31. C -0.869
32. S 0.405
33. O -0.462
34. C -1.666
35. H 0.433
36. H 0.122
37. H 0.558
38. H 0.840
39. H 0.751
40. H -0.200
41. C -0.734
42. S 0.578
43. O -0.671
44. C -0.331
45. H 0.175
46. H 0.296
47. H 0.263
48. H 0.391
49. H 0.298
50. H -0.245
51. C -0.819
52. S 0.357
53. O -0.550
54. C -0.240
55. H 0.100
56. H 0.276
57. H 0.577
58. H 0.307
59. H 0.264
60. H -0.266
61. C -1.195
62. S 0.384
63. O -0.546
64. C -0.671
65. H 0.552
66. H 0.282
67. H 0.357
68. H 0.458
69. H 0.193
70. H 0.181
71. C -1.266
72. S 0.752
73. O -0.742
74. C -0.565
75. H 0.335
76. H 0.341
77. H 0.497
78. H 0.812
79. H -0.211
80. H 0.006
81. C -0.902
82. S 0.638
83. O -0.652
84. C -0.941
85. H 0.639
86. H 0.317
87. H -0.056
88. H 0.209
89. H 0.273
90. H 0.452

---

> Which of these has the highest energy relative to the best compared isomer or geometry (same formula, charge and spin)?

C18H54O9S9

---

> What is the frontier orbital gap in the second record?

8.43 eV